Entry 1:
ORCA calculation (ωB97M-V with the def2-TZVPD basis set) on a structure of composition C11H14OS at a distorted geometry.

```
27
C11H14OS (ωB97M-V with the def2-TZVPD basis set)
C 0.9669 -1.7989 0.8269
C -0.3575 1.0964 -0.5294
C 1.8552 -0.8427 0.9345
C 0.9898 1.0509 -0.6669
C -0.2222 -2.2957 -1.2704
C -1.0653 0.6641 0.6972
C -0.2407 -1.7662 -0.0800
C -1.4473 -1.1897 0.4446
C 2.0628 0.5290 0.1302
C 2.7811 1.6768 0.8814
C -3.5045 0.6344 -0.5934
O -2.4695 -1.8607 0.5247
S -2.7031 1.5149 0.7715
H 1.0428 -2.7073 1.4256
H -1.0054 1.6163 -1.2776
H 2.7244 -1.0653 1.6405
H 1.1515 1.5497 -1.6779
H -1.1153 -2.4046 -1.8465
H -0.4179 0.7802 1.6426
H 2.7620 0.2416 -0.6691
H 2.0371 2.3628 1.4095
H 3.2532 2.4782 0.2415
H 3.4577 1.2010 1.6143
H -2.7257 0.2562 -1.1517
H -4.2796 -0.1846 -0.3144
H -4.1749 1.1870 -1.2702
H 0.6443 -2.7238 -1.8375
```

Properties
Highest occupied orbital energy: -8.30 eV
Total charge: 0
Frontier orbital gap: 8.8474 eV
LUMO level: 0.55 eV
2S+1: 1

The computed natural (NBO) charges, all in e, follow: atom 1 (C): -0.22, atom 2 (C): -0.24, atom 3 (C): -0.14, atom 4 (C): -0.17, atom 5 (C): -0.32, atom 6 (C): -0.46, atom 7 (C): -0.20, atom 8 (C): 0.63, atom 9 (C): -0.33, atom 10 (C): -0.60, atom 11 (C): -0.76, atom 12 (O): -0.52, atom 13 (S): 0.21, atom 14 (H): 0.23, atom 15 (H): 0.22, atom 16 (H): 0.21, atom 17 (H): 0.22, atom 18 (H): 0.20, atom 19 (H): 0.26, atom 20 (H): 0.24, atom 21 (H): 0.21, atom 22 (H): 0.23, atom 23 (H): 0.22, atom 24 (H): 0.21, atom 25 (H): 0.24, atom 26 (H): 0.23, atom 27 (H): 0.21



Entry 2:
ORCA calculation (ωB97M-V with the def2-TZVPD basis set) on a cluster of 2 separate species, C2H10N2S in total.

```
15
C2H10N2S (ωB97M-V with the def2-TZVPD basis set)
N -2.8098 -0.7908 -0.0914
C -4.0712 -0.6994 -0.8463
N -5.1200 -0.0136 -0.1606
H -2.1091 -1.2450 -0.6621
H -2.4766 0.0869 0.2755
H -4.3777 -1.7457 -0.9303
H -3.9523 -0.3193 -1.8669
H -5.7501 -0.5788 0.3741
H -4.8797 0.8391 0.3035
C 5.9430 1.2097 0.8108
S 5.1218 -0.1698 -0.0657
H 5.2247 2.0236 0.7813
H 6.8844 1.4566 0.3250
H 6.1790 0.9182 1.8337
H 6.1938 -0.9717 -0.0805
```

Properties
Highest occupied orbital energy: -8.94 eV
Structure (SMILES): NCN.CS
Total charge: 0
Frontier orbital gap: 9.9590 eV
LUMO level: 1.02 eV
2S+1: 1

The computed natural (NBO) charges, all in e, follow: atom 1 (N): -0.86, atom 2 (C): -0.04, atom 3 (N): -0.86, atom 4 (H): 0.36, atom 5 (H): 0.35, atom 6 (H): 0.17, atom 7 (H): 0.14, atom 8 (H): 0.37, atom 9 (H): 0.36, atom 10 (C): -0.72, atom 11 (S): -0.05, atom 12 (H): 0.22, atom 13 (H): 0.22, atom 14 (H): 0.21, atom 15 (H): 0.12



Entry 3:
ORCA calculation (ωB97M-V with the def2-TZVPD basis set) on a structure of composition C27H33IrN3O7P2Si at a distorted geometry.

```
74
C27H33IrN3O7P2Si (ωB97M-V with the def2-TZVPD basis set)
Ir -0.8265 0.4201 1.6301
C -1.2727 1.5410 -5.0854
C 0.1876 1.4376 -4.7460
C 1.1612 1.4591 -5.7348
C 2.5110 1.3573 -5.4308
C 2.9000 1.2111 -4.1106
C 1.9482 1.1774 -3.1017
C 0.5995 1.3060 -3.4156
N -0.4204 1.2783 -2.4256
C -0.1766 1.2179 -1.0792
N 0.5793 2.1988 -0.5570
C 1.1929 2.3202 0.7001
C 0.8036 1.5240 1.7748
C 1.4772 1.6753 2.9905
C 2.4802 2.6059 3.1220
C 2.8357 3.4072 2.0398
C 2.2109 3.2804 0.8130
C 2.5967 4.1477 -0.3552
N -0.6433 0.2256 -0.3734
C -1.5366 -0.7023 -0.9867
C -2.8563 -0.3141 -1.2010
C -3.7229 -1.1969 -1.8174
C -3.2692 -2.4587 -2.1879
C -1.9576 -2.8304 -1.9458
C -1.0556 -1.9581 -1.3370
C 0.3725 -2.3399 -1.0785
H -1.4069 1.6913 -6.1544
H -1.7471 2.3727 -4.5604
H -1.8173 0.6306 -4.8137
H 0.8492 1.5633 -6.7669
H 3.2495 1.3842 -6.2204
H 3.9467 1.1115 -3.8550
H 2.2661 1.0310 -2.0775
H -1.2676 0.8044 -2.7072
H 0.7999 2.9216 -1.2240
H 1.1943 1.0665 3.8398
H 2.9839 2.7277 4.0712
H 3.6220 4.1434 2.1534
H 3.4581 4.7614 -0.1001
H 1.7871 4.8277 -0.6371
H 2.8660 3.5597 -1.2369
H -3.2002 0.6448 -0.8303
H -4.7539 -0.9103 -1.9756
H -3.9453 -3.1599 -2.6596
H -1.6149 -3.8173 -2.2333
H 0.6049 -3.2916 -1.5549
H 0.5607 -2.4284 -0.0060
H 1.0618 -1.5876 -1.4662
O -4.8496 -0.6485 2.9764
P -3.9304 0.3031 2.0900
O -4.7430 1.0952 1.1332
O -2.7601 -0.5607 1.6315
O -3.2435 1.3100 3.1675
P -2.5618 2.6778 2.5789
O -3.7821 3.5779 2.1345
O -1.6889 3.2585 3.5985
O -1.9118 2.1565 1.2627
H -5.7753 -0.4024 2.8674
H -4.3496 3.0334 1.5497
C 1.3629 -4.9959 1.9348
Si 1.5082 -3.6844 3.2648
C 3.3043 -3.2777 3.5935
C 0.6339 -4.2097 4.8317
C 0.6678 -2.1687 2.6367
C 0.1129 -1.1666 2.2300
H 1.8222 -5.9324 2.2605
H 1.8617 -4.6795 1.0169
H 0.3154 -5.1943 1.7013
H 3.8390 -4.1450 3.9837
H 3.3888 -2.4697 4.3224
H 3.8033 -2.9563 2.6774
H 1.0889 -5.1154 5.2405
H -0.4200 -4.4140 4.6388
H 0.6912 -3.4285 5.5908
```

Properties
Highest occupied orbital energy (alpha / beta): -8.84 / -8.76 eV
⟨S²⟩: 0.7659
Total charge: 0
Frontier orbital gap (alpha / beta): 7.4001 / 5.8264 eV
LUMO level (alpha / beta): -1.44 / -2.94 eV
2S+1: 2

The computed Löwdin charges, all in e, follow: atom 1 (Ir): 1.55, atom 2 (C): -0.04, atom 3 (C): -0.21, atom 4 (C): -0.04, atom 5 (C): -0.08, atom 6 (C): -0.08, atom 7 (C): -0.03, atom 8 (C): -0.18, atom 9 (N): 0.16, atom 10 (C): -0.34, atom 11 (N): 0.17, atom 12 (C): -0.19, atom 13 (C): -0.26, atom 14 (C): -0.09, atom 15 (C): -0.06, atom 16 (C): -0.03, atom 17 (C): -0.20, atom 18 (C): -0.03, atom 19 (N): 0.02, atom 20 (C): -0.26, atom 21 (C): -0.04, atom 22 (C): -0.06, atom 23 (C): -0.07, atom 24 (C): -0.03, atom 25 (C): -0.19, atom 26 (C): -0.02, atom 27 (H): 0.08, atom 28 (H): 0.09, atom 29 (H): 0.09, atom 30 (H): 0.11, atom 31 (H): 0.10, atom 32 (H): 0.11, atom 33 (H): 0.11, atom 34 (H): 0.12, atom 35 (H): 0.14, atom 36 (H): 0.11, atom 37 (H): 0.11, atom 38 (H): 0.11, atom 39 (H): 0.08, atom 40 (H): 0.09, atom 41 (H): 0.07, atom 42 (H): 0.11, atom 43 (H): 0.11, atom 44 (H): 0.10, atom 45 (H): 0.11, atom 46 (H): 0.08, atom 47 (H): 0.05, atom 48 (H): 0.08, atom 49 (O): -0.09, atom 50 (P): 0.21, atom 51 (O): -0.29, atom 52 (O): -0.40, atom 53 (O): -0.27, atom 54 (P): 0.20, atom 55 (O): -0.10, atom 56 (O): -0.25, atom 57 (O): -0.43, atom 58 (H): 0.08, atom 59 (H): 0.06, atom 60 (C): -0.19, atom 61 (Si): 0.43, atom 62 (C): -0.19, atom 63 (C): -0.18, atom 64 (C): -0.16, atom 65 (C): -0.26, atom 66 (H): 0.03, atom 67 (H): 0.02, atom 68 (H): 0.03, atom 69 (H): 0.03, atom 70 (H): 0.03, atom 71 (H): 0.03, atom 72 (H): 0.03, atom 73 (H): 0.03, atom 74 (H): 0.03



Entry 4:
ORCA calculation (ωB97M-V with the def2-TZVPD basis set) on a structure of composition C18H17N10NaO6S at a distorted geometry.

```
53
C18H17N10NaO6S (ωB97M-V with the def2-TZVPD basis set)
Na 0.4898 -1.2720 -0.6090
N 1.9442 2.7694 0.2044
C 1.7738 3.1116 1.5615
C 1.6069 4.4386 1.9178
C 1.4543 4.7905 3.2533
C 1.4513 3.8088 4.2283
C 1.5964 2.4754 3.8650
C 1.7692 2.1217 2.5370
S 1.9641 0.4218 2.0996
N 1.8081 0.4236 0.4090
C 1.8197 1.4927 -0.2840
C 1.6750 1.3689 -1.7831
C 1.5488 2.4752 -2.6138
C 1.3933 2.2742 -3.9780
C 1.3554 0.9823 -4.4622
C 1.4690 -0.0602 -3.5538
N 1.6374 0.1200 -2.2532
H 1.8690 3.5290 -0.4446
H 1.5987 5.2008 1.1480
H 1.3325 5.8305 3.5213
H 1.3325 4.0721 5.2702
H 1.5823 1.7030 4.6227
H 1.5480 3.4872 -2.2374
H 1.2893 3.1215 -4.6419
H 1.2217 0.7760 -5.5141
H 1.3978 -1.0871 -3.8874
N 0.8571 -3.7138 -1.6873
N 0.4099 -4.7810 -0.8965
C 0.2321 -4.6087 0.4427
N -0.3079 -5.6757 1.0695
N 0.5076 -3.4216 0.9479
N 0.3787 -3.3060 2.3282
O 0.0722 -2.2007 2.7098
O 0.5687 -4.2598 3.0682
H 0.0614 -3.1538 -2.0025
H 1.3509 -4.1058 -2.4768
H -0.2233 -5.4402 -1.3293
H -0.2792 -6.5538 0.5802
H -0.2047 -5.7069 2.0714
O -5.0926 0.1918 -1.7135
C -4.8504 0.5092 -0.4578
O -5.6711 1.0410 0.2531
C -3.5029 0.1663 0.0783
C -3.1406 0.4466 1.3796
N -1.8738 0.0315 1.5285
N -1.3821 -0.5121 0.4117
C -2.3572 -0.4426 -0.4845
C -2.1252 -1.0331 -1.8623
O -3.0552 -0.9401 -2.6801
O -1.0050 -1.5737 -2.0528
H -4.2904 -0.2596 -2.1280
H -3.7083 0.9010 2.1717
H -1.2972 0.0261 2.3549
```

Properties
Highest occupied orbital energy: -7.85 eV
Total charge: 0
Frontier orbital gap: 7.5120 eV
LUMO level: -0.33 eV
2S+1: 1

The computed natural (NBO) charges, all in e, follow: atom 1 (Na): 0.87, atom 2 (N): -0.62, atom 3 (C): 0.22, atom 4 (C): -0.26, atom 5 (C): -0.20, atom 6 (C): -0.22, atom 7 (C): -0.20, atom 8 (C): -0.26, atom 9 (S): 0.49, atom 10 (N): -0.65, atom 11 (C): 0.42, atom 12 (C): 0.14, atom 13 (C): -0.23, atom 14 (C): -0.15, atom 15 (C): -0.24, atom 16 (C): 0.08, atom 17 (N): -0.43, atom 18 (H): 0.40, atom 19 (H): 0.21, atom 20 (H): 0.22, atom 21 (H): 0.22, atom 22 (H): 0.22, atom 23 (H): 0.20, atom 24 (H): 0.23, atom 25 (H): 0.23, atom 26 (H): 0.20, atom 27 (N): -0.67, atom 28 (N): -0.43, atom 29 (C): 0.61, atom 30 (N): -0.80, atom 31 (N): -0.47, atom 32 (N): 0.63, atom 33 (O): -0.38, atom 34 (O): -0.45, atom 35 (H): 0.40, atom 36 (H): 0.36, atom 37 (H): 0.37, atom 38 (H): 0.40, atom 39 (H): 0.44, atom 40 (O): -0.68, atom 41 (C): 0.78, atom 42 (O): -0.61, atom 43 (C): -0.27, atom 44 (C): 0.02, atom 45 (N): -0.32, atom 46 (N): -0.30, atom 47 (C): 0.02, atom 48 (C): 0.78, atom 49 (O): -0.69, atom 50 (O): -0.83, atom 51 (H): 0.50, atom 52 (H): 0.24, atom 53 (H): 0.43



Entry 5:
ORCA calculation (ωB97M-V with the def2-TZVPD basis set) on a cluster of 2 separate species, C7H16O in total at a distorted geometry.

```
24
C7H16O (ωB97M-V with the def2-TZVPD basis set)
C 1.7798 -0.2501 -1.7968
C 0.3073 -0.1940 -2.1794
C -0.7092 -0.9273 -1.2183
C -0.7318 -0.5136 0.1613
C -1.5104 0.5406 0.6338
C 0.1816 -1.2950 1.0704
C 0.6267 -0.5192 2.3062
H 2.2145 -1.2456 -1.6882
H 1.9783 0.3499 -0.9095
H 2.3718 0.1753 -2.6106
H 0.0035 0.8605 -2.1870
H 0.1685 -0.5101 -3.2097
H -1.6108 -0.8580 -1.8275
H -0.4229 -1.9542 -1.4769
H -2.2576 1.0569 0.0622
H -1.6558 0.7040 1.6868
H 1.0314 -1.6517 0.4754
H -0.2463 -2.2844 1.2709
H 1.1756 0.3297 1.9027
H -0.1406 -0.2200 3.0148
H 1.2804 -1.1600 2.8999
H -0.5494 3.3773 1.0629
H 0.0218 2.5363 0.0032
O -0.3671 2.4508 0.8681
```

Properties
Highest occupied orbital energy (alpha / beta): -14.52 / -15.53 eV
⟨S²⟩: 0.7527
Total charge: +1
Frontier orbital gap (alpha / beta): 10.8041 / 8.1300 eV
LUMO level (alpha / beta): -3.71 / -7.40 eV
2S+1: 2

The computed natural (NBO) charges, all in e, follow: atom 1 (C): -0.64, atom 2 (C): -0.34, atom 3 (C): -0.53, atom 4 (C): 0.26, atom 5 (C): -0.07, atom 6 (C): -0.49, atom 7 (C): -0.62, atom 8 (H): 0.22, atom 9 (H): 0.20, atom 10 (H): 0.25, atom 11 (H): 0.19, atom 12 (H): 0.24, atom 13 (H): 0.27, atom 14 (H): 0.26, atom 15 (H): 0.22, atom 16 (H): 0.23, atom 17 (H): 0.26, atom 18 (H): 0.28, atom 19 (H): 0.22, atom 20 (H): 0.22, atom 21 (H): 0.25, atom 22 (H): 0.51, atom 23 (H): 0.49, atom 24 (O): -0.89